1.
C47H55NO2S4ScSe | ωB97M-V/def2-TZVPD

The value obtained for the HOMO energy is -4.61 eV. The calculation puts the total energy at -184613.3439 eV. As for the total charge: -1.

Atoms and positions in Å:
Sc: -1.308 0.511 -1.307
S: -3.358 -0.356 0.180
C: -4.898 0.269 0.738
C: -6.020 -0.563 0.607
C: -7.244 -0.244 1.169
C: -7.408 0.940 1.876
C: -6.330 1.805 1.980
C: -5.092 1.487 1.423
S: -3.783 2.672 1.560
C: -3.806 3.182 -0.186
C: -2.504 3.500 -0.863
C: -1.632 4.493 -0.436
C: -0.593 4.861 -1.276
C: -0.496 4.282 -2.530
C: -1.376 3.266 -2.868
C: -1.388 2.637 -4.239
S: -0.222 1.247 -4.454
C: -1.179 0.153 -5.444
C: -0.808 -0.037 -6.776
C: -1.461 -0.960 -7.572
C: -2.505 -1.697 -7.020
C: -2.880 -1.510 -5.703
C: -2.228 -0.587 -4.868
S: -2.811 -0.401 -3.223
N: -2.316 2.839 -2.013
H: -5.894 -1.490 0.063
H: -8.075 -0.930 1.055
H: -8.360 1.194 2.324
H: -6.435 2.752 2.494
H: -4.444 4.065 -0.283
H: -4.261 2.371 -0.749
H: -1.784 4.974 0.521
H: 0.113 5.622 -0.969
H: 0.262 4.597 -3.235
H: -1.158 3.406 -4.977
H: -2.386 2.239 -4.412
H: 0.006 0.555 -7.177
H: -1.162 -1.104 -8.603
H: -3.030 -2.430 -7.622
H: -3.685 -2.096 -5.277
C: 5.608 0.604 2.264
C: 4.703 1.837 2.376
C: 5.528 3.096 2.082
C: 4.196 1.920 3.816
C: 3.557 1.726 1.371
C: 2.223 1.724 1.738
C: 1.230 1.594 0.777
Se: -0.577 1.341 1.322
C: -0.377 -0.514 1.779
C: -0.214 -0.863 3.106
C: -0.110 -2.201 3.469
C: -0.220 -3.135 2.445
C: -0.401 -2.824 1.098
C: -0.442 -1.466 0.754
O: -0.561 -1.046 -0.508
C: -0.586 -4.005 0.127
C: -0.779 -3.627 -1.346
C: -1.839 -4.783 0.559
C: 0.640 -4.925 0.208
C: 0.074 -2.666 4.913
C: 0.226 -1.489 5.876
C: -1.148 -3.488 5.342
C: 1.336 -3.532 5.022
C: 1.498 1.491 -0.593
O: 0.491 1.408 -1.458
C: 2.863 1.464 -0.983
C: 3.829 1.589 0.009
C: 3.260 1.304 -2.450
C: 4.777 1.242 -2.648
C: 2.748 2.525 -3.227
C: 2.686 -0.009 -3.004
H: 6.427 0.667 2.986
H: 5.041 -0.308 2.461
H: 6.044 0.513 1.267
H: 6.364 3.179 2.783
H: 5.936 3.078 1.070
H: 4.911 3.992 2.176
H: 5.046 1.994 4.499
H: 3.563 2.796 3.975
H: 3.620 1.034 4.092
H: 1.926 1.788 2.776
H: -0.177 -0.074 3.845
H: -0.180 -4.186 2.712
H: -1.658 -3.007 -1.511
H: 0.079 -3.094 -1.753
H: -0.905 -4.558 -1.908
H: -2.718 -4.139 0.504
H: -1.990 -5.636 -0.109
H: -1.757 -5.161 1.580
H: 1.542 -4.389 -0.095
H: 0.806 -5.318 1.212
H: 0.508 -5.776 -0.466
H: -0.664 -0.856 5.890
H: 0.384 -1.863 6.890
H: 1.081 -0.862 5.611
H: -2.056 -2.887 5.284
H: -1.286 -4.357 4.696
H: -1.035 -3.846 6.370
H: 2.215 -2.971 4.700
H: 1.490 -3.854 6.055
H: 1.267 -4.425 4.398
H: 4.869 1.569 -0.294
H: 5.277 2.165 -2.344
H: 5.225 0.410 -2.101
H: 4.983 1.092 -3.710
H: 3.298 3.415 -2.905
H: 2.891 2.398 -4.304
H: 1.691 2.691 -3.043
H: 3.203 -0.856 -2.546
H: 1.624 -0.112 -2.800
H: 2.840 -0.058 -4.085

Results of the Löwdin charge analysis, in e, for atoms 1 through 8: 0.5327, 0.6293, -0.6639, -0.1306, -0.1066, -0.1183, -0.1302, -0.5661

2.
C20H80O20 | ωB97M-V/def2-TZVPD

The value obtained for the HOMO energy is -9.26 eV. The calculation puts the total energy at -62977.8148 eV. As for the total charge: 0.

Atoms and positions in Å:
C: -0.778 -1.742 2.840
O: 0.192 -1.512 3.845
H: -1.470 -2.504 3.198
H: -1.347 -0.850 2.579
H: -0.312 -2.048 1.903
H: 0.545 -0.640 3.654
C: 1.680 3.123 -2.788
O: 2.378 4.302 -2.611
H: 2.330 2.251 -2.716
H: 0.804 3.197 -2.144
H: 1.169 3.207 -3.747
H: 3.089 4.356 -3.255
C: -0.545 0.178 -0.166
O: 0.859 0.153 -0.268
H: -0.827 -0.840 0.104
H: -0.815 0.892 0.612
H: -1.034 0.425 -1.108
H: 1.139 -0.623 -0.759
C: -2.341 3.172 -1.743
O: -1.900 2.504 -2.905
H: -2.802 2.591 -0.944
H: -1.603 3.844 -1.306
H: -3.144 3.791 -2.144
H: -2.405 2.775 -3.676
C: 1.481 3.602 0.961
O: 1.165 3.640 2.337
H: 2.534 3.797 0.758
H: 1.139 2.672 0.508
H: 0.961 4.432 0.482
H: 1.135 4.536 2.680
C: -0.561 -0.437 -4.426
O: 0.104 0.772 -4.383
H: 0.043 -1.224 -4.877
H: -0.830 -0.931 -3.492
H: -1.473 -0.360 -5.017
H: -0.433 1.422 -3.924
C: -6.056 1.575 1.392
O: -5.274 1.115 2.547
H: -6.136 0.874 0.561
H: -7.091 1.787 1.661
H: -5.630 2.462 0.923
H: -5.786 0.432 2.986
C: 5.896 -3.130 -0.751
O: 6.922 -2.193 -1.104
H: 6.328 -3.914 -0.128
H: 5.181 -2.557 -0.161
H: 5.439 -3.566 -1.639
H: 7.764 -2.644 -1.004
C: -4.056 0.129 -2.740
O: -4.824 0.249 -1.564
H: -4.433 -0.418 -3.604
H: -4.023 1.150 -3.120
H: -2.998 -0.112 -2.629
H: -5.684 0.536 -1.881
C: 0.989 1.834 4.887
O: 0.998 1.052 3.701
H: 2.006 2.049 5.216
H: 0.383 2.709 4.653
H: 0.346 1.294 5.582
H: 0.883 1.706 3.007
C: -2.862 0.355 5.341
O: -3.259 0.321 6.709
H: -2.021 0.994 5.073
H: -2.619 -0.663 5.039
H: -3.687 0.676 4.705
H: -3.527 1.165 7.078
C: -1.294 -4.519 0.250
O: -1.396 -3.271 -0.395
H: -0.480 -5.102 -0.181
H: -0.961 -4.429 1.283
H: -2.212 -5.108 0.258
H: -2.216 -2.820 -0.185
C: 2.000 -3.359 -0.909
O: 1.189 -2.463 -1.603
H: 1.806 -4.381 -1.235
H: 3.054 -3.256 -1.164
H: 1.957 -3.231 0.172
H: 0.298 -2.771 -1.419
C: 3.359 -2.279 -5.533
O: 4.236 -3.209 -6.134
H: 3.909 -1.457 -5.075
H: 2.543 -1.919 -6.160
H: 2.723 -2.777 -4.800
H: 4.522 -2.965 -7.017
C: 4.974 0.391 -1.686
O: 6.141 0.442 -0.915
H: 5.241 0.354 -2.742
H: 4.516 -0.566 -1.432
H: 4.268 1.210 -1.551
H: 6.608 -0.357 -1.171
C: -4.270 -1.826 1.277
O: -3.425 -1.673 0.133
H: -3.948 -2.736 1.784
H: -4.107 -1.034 2.008
H: -5.323 -1.844 0.995
H: -3.779 -0.982 -0.432
C: -2.477 2.802 2.155
O: -3.515 3.493 2.784
H: -2.907 1.962 1.610
H: -1.855 3.403 1.491
H: -1.794 2.433 2.920
H: -4.296 2.934 2.794
C: -4.193 -3.533 -2.484
O: -4.988 -4.254 -3.408
H: -4.569 -2.510 -2.487
H: -4.366 -3.924 -1.481
H: -3.132 -3.586 -2.728
H: -5.912 -4.015 -3.305
C: 3.680 -0.438 1.360
O: 5.070 -0.463 1.499
H: 3.147 -1.003 2.124
H: 3.353 0.602 1.370
H: 3.338 -0.910 0.439
H: 5.435 -0.043 0.717
C: 4.487 2.934 3.499
O: 5.824 3.095 3.019
H: 4.629 2.494 4.485
H: 4.044 3.930 3.535
H: 3.900 2.326 2.810
H: 5.865 3.016 2.063

Results of the Löwdin charge analysis, in e, for atoms 1 through 8: -0.1716, -0.1172, 0.0777, 0.0661, 0.0598, 0.0097, -0.1802, -0.1159

3.
HO | ωB97M-V/def2-TZVPD

The value obtained for the HOMO energy is -1.74 eV. The calculation puts the total energy at -2062.7263 eV. As for the SMILES: [OH-]. As for the total charge: -1.

Atoms and positions in Å:
O: -0.465 -0.209 -0.026
H: 0.465 0.209 0.026

The molecule's Löwdin atomic charges, reported in e, are given here: -0.7893, -0.2107

4.
C16H58N10O13 | ωB97M-V/def2-TZVPD

The value obtained for the HOMO energy is -8.14 eV. The calculation puts the total energy at -59045.0366 eV. As for the total charge: 0.

Atoms and positions in Å:
C: 3.113 -1.058 -1.964
C: 2.249 -1.736 -3.046
O: 0.946 -1.740 -2.575
H: 2.550 -0.264 -1.583
H: 3.942 -0.598 -2.553
H: 3.445 -1.809 -1.209
H: 2.550 -2.741 -3.248
H: 2.425 -1.161 -3.938
H: 0.446 -1.994 -3.373
C: -3.184 -3.616 -2.501
C: -2.152 -4.672 -2.683
O: -1.995 -5.483 -1.537
H: -4.215 -4.015 -2.332
H: -3.169 -3.077 -3.470
H: -2.884 -2.845 -1.733
H: -1.245 -4.178 -2.956
H: -2.395 -5.238 -3.521
H: -2.568 -6.233 -1.719
C: 0.835 1.454 0.177
C: 0.371 -0.039 0.320
O: -0.860 -0.316 -0.276
H: 1.681 1.749 0.743
H: 0.088 2.082 0.672
H: 0.851 1.834 -0.826
H: 0.308 -0.170 1.412
H: 1.155 -0.756 0.005
H: -1.244 -1.200 0.008
C: -1.603 -2.386 2.056
O: -0.384 -2.415 2.753
N: -2.698 -2.110 2.574
N: -1.718 -2.617 0.797
H: -2.726 -2.006 3.600
H: -3.550 -2.274 2.049
H: -0.932 -2.995 0.238
H: -2.651 -2.508 0.366
C: 1.148 -4.538 -0.738
O: 2.459 -4.249 -1.007
N: 0.167 -3.754 -0.921
N: 0.704 -5.696 -0.315
H: 0.569 -2.885 -1.315
H: -0.704 -4.197 -1.277
H: 1.385 -6.520 -0.414
H: -0.218 -6.051 -0.496
C: -1.722 2.864 -2.146
O: -0.851 3.788 -1.752
N: -2.153 1.860 -1.372
N: -2.200 2.928 -3.338
H: -1.326 1.525 -0.780
H: -2.823 1.143 -1.590
H: -1.716 3.490 -4.077
H: -2.859 2.258 -3.650
C: -3.825 1.121 1.530
O: -4.921 0.824 2.304
N: -3.641 2.189 0.806
N: -2.697 0.458 1.637
H: -4.315 2.934 0.818
H: -2.967 2.144 -0.012
H: -2.816 -0.478 2.109
H: -1.915 0.608 1.060
C: 1.564 1.642 3.927
O: 1.247 2.874 4.541
N: 0.919 0.491 4.007
N: 2.684 1.387 3.252
H: 0.000 0.505 4.557
H: 1.205 -0.396 3.653
H: 3.390 2.150 3.295
H: 2.753 0.556 2.640
C: -1.682 3.612 3.227
O: -1.416 2.253 3.132
H: -2.478 3.721 3.959
H: -1.972 4.075 2.327
H: -0.818 4.144 3.539
H: -2.131 1.828 2.592
C: 1.090 5.189 1.682
O: 0.485 5.383 0.444
H: 0.499 5.618 2.499
H: 2.124 5.559 1.717
H: 1.187 4.058 1.995
H: 0.898 4.735 -0.136
C: 3.432 3.222 -0.729
O: 2.272 3.817 -1.352
H: 3.600 2.195 -0.996
H: 3.240 3.361 0.339
H: 4.341 3.814 -0.825
H: 1.936 3.273 -2.039
C: 0.754 1.338 -3.833
O: 1.804 2.114 -3.344
H: 0.093 1.046 -3.070
H: 1.230 0.513 -4.327
H: 0.201 1.808 -4.626
H: 2.626 1.638 -3.473
C: 2.703 -2.165 2.878
O: 2.812 -1.244 1.847
H: 1.977 -1.924 3.637
H: 3.675 -2.101 3.356
H: 2.571 -3.128 2.475
H: 3.601 -1.633 1.404

Results of the Löwdin charge analysis, in e, for atoms 1 through 8: -0.0495, -0.3218, -0.0988, 0.0281, 0.0902, 0.0794, 0.1024, 0.0880

5.
C28H44Cl3N4O3SeSiV | ωB97M-V/def2-TZVPD

As for the spin multiplicity: 4. The value obtained for the HOMO energy (spin up / spin down) is -3.32 / -3.32 eV. The calculation puts the total energy at -178334.4998 eV. As for the total charge: -1.

Atoms and positions in Å:
C: 1.707 -2.165 -4.973
C: 0.936 -1.146 -4.173
H: 1.480 -2.126 -6.054
H: 1.460 -3.180 -4.652
H: 2.799 -2.049 -4.849
C: 0.227 -0.216 -4.827
C: 0.264 0.039 -6.287
H: -0.408 0.485 -4.318
H: -0.148 -0.773 -6.901
H: 1.285 0.226 -6.653
H: -0.326 0.934 -6.537
V: 3.318 0.064 2.240
Cl: 3.741 2.069 3.048
Cl: -1.621 -2.405 0.245
C: 0.581 1.657 1.131
O: -0.128 0.644 0.973
N: 0.202 2.783 1.800
C: -1.230 3.049 1.857
C: 1.056 3.977 1.780
H: 1.618 1.753 0.714
H: -1.756 2.122 2.116
H: -1.599 3.463 0.899
H: -1.368 3.786 2.649
H: 2.042 3.762 2.214
H: 0.566 4.717 2.423
H: 1.164 4.419 0.769
H: -2.341 -1.732 -2.988
H: -2.969 0.855 -4.150
C: -3.337 -1.424 -2.627
C: -3.667 0.946 -3.303
N: -3.308 -0.014 -2.265
H: -3.613 -2.048 -1.772
C: -3.357 0.391 -0.946
O: -3.729 -0.280 0.007
H: -3.605 1.961 -2.886
H: -3.008 1.445 -0.837
H: -4.046 -1.559 -3.453
H: -4.691 0.765 -3.677
O: 0.326 -1.813 -1.667
C: 1.201 -1.059 -2.618
C: -0.184 0.952 -2.142
C: 1.090 0.402 -2.223
H: -1.047 0.285 -2.210
C: -0.327 2.336 -2.118
H: 2.263 -1.321 -2.496
C: 2.225 1.191 -2.018
H: -1.329 2.761 -2.204
C: 0.814 3.148 -2.042
C: 2.090 2.577 -1.970
H: 3.209 0.726 -1.949
H: 0.685 4.231 -2.080
H: 2.983 3.209 -1.935
Si: -0.113 -3.282 -0.982
Cl: 4.250 -0.742 0.551
C: -1.307 -4.867 -1.407
C: 0.960 -4.175 0.331
C: 0.725 -3.903 -2.687
H: -1.969 -4.673 -2.261
H: -1.995 -5.080 -0.571
H: -0.811 -5.837 -1.614
H: 0.140 -3.367 -3.447
H: 0.786 -4.968 -2.945
H: 1.736 -3.477 -2.702
H: 0.987 -3.600 1.261
H: 2.005 -4.276 0.016
H: 0.619 -5.189 0.599
C: 2.775 -0.144 5.547
N: 1.407 0.185 5.181
C: 0.785 -0.323 4.089
Se: 1.680 -1.407 2.842
N: -0.482 0.158 4.061
C: -0.726 0.833 5.264
C: -1.899 1.364 5.768
C: -1.822 2.023 7.002
C: -0.593 2.160 7.666
C: 0.565 1.551 7.174
C: 0.465 0.875 5.963
H: 3.043 -1.176 5.308
H: 2.867 -0.011 6.617
H: 3.464 0.533 5.051
H: -1.130 0.010 3.273
H: -2.835 1.232 5.232
H: -2.711 2.459 7.461
H: -0.560 2.741 8.588
H: 1.499 1.557 7.703

Results of the Löwdin charge analysis, in e, for atoms 1 through 8: -0.0751, -0.1965, 0.0682, 0.0400, 0.0927, -0.1189, -0.1170, 0.0745